No. 1
Molecular formula: C19H29ClIrN2Si2
Method: DFT, ωB97M-V/def2-TZVPD

- LUMO (alpha / beta): -0.01866 / -0.06251 Ha
- Gap between HOMO and LUMO (alpha / beta): 0.2538 / 0.2189 Ha
- Total charge: 0
- Calculated total energy: -54269.37107 eV
- Relative energy (zero: lowest compared OMol25 entry of this formula, charge and spin): 10.4 kcal per mole
- Largest force on an atom: 4.87 eV Å⁻¹
- Multiplicity: 2
- E_HOMO (alpha / beta): -0.272 / -0.281 hartree

Last column: Mulliken spin population.
Cartesian coordinates (Å):
1 Ir -0.10034 0.51376 -0.51116  0.40
2 C -4.55839 -0.36085 0.12253  0.01
3 Si -3.05265 0.35521 0.96941  -0.02
4 C -2.90226 2.14906 0.48202  0.00
5 C -3.23523 0.26335 2.82823  0.01
6 N -1.61692 -0.42263 0.44664  0.37
7 C -1.25428 -1.87069 0.60301  0.02
8 C -2.10644 -2.79610 1.23345  0.05
9 C -1.72408 -4.13224 1.35440  -0.03
10 C -0.49496 -4.55955 0.85136  0.06
11 C 0.36509 -3.65535 0.22182  -0.04
12 C 0.00365 -2.30236 0.08675  0.05
13 N 0.87616 -1.26499 -0.57954  0.05
14 Si 2.43073 -1.40715 -1.30865  -0.01
15 C 3.55979 -0.22530 -0.40978  0.01
16 C 3.28099 -3.07316 -1.34132  0.00
17 C 2.25270 -0.84015 -3.07672  0.01
18 H -5.45757 0.20649 0.43891  0.00
19 H -4.69048 -1.42696 0.39067  0.00
20 H -4.43683 -0.27270 -0.97648  0.00
21 H -3.81319 2.69559 0.80143  0.00
22 H -2.79174 2.22498 -0.61923  0.00
23 H -2.01246 2.59256 0.97423  0.00
24 H -4.14010 0.82802 3.13300  0.00
25 H -2.34231 0.71536 3.30650  0.00
26 H -3.33528 -0.78770 3.16204  0.00
27 H -3.06218 -2.49885 1.63276  0.00
28 H -2.38310 -4.84035 1.84030  0.00
29 H -0.20647 -5.59828 0.94966  0.00
30 H 1.29225 -4.03715 -0.14392  -0.01
31 H 3.67552 -0.55401 0.64338  0.00
32 H 3.12224 0.79382 -0.43323  0.00
33 H 4.55216 -0.21344 -0.90534  0.00
34 H 3.46250 -3.43160 -0.30737  0.00
35 H 4.26113 -2.95892 -1.84821  0.00
36 H 2.67389 -3.80237 -1.91600  0.00
37 H 1.81734 0.18011 -3.09560  0.00
38 H 1.58476 -1.53750 -3.62271  0.00
39 H 3.25005 -0.82594 -3.56230  0.00
40 Cl 0.91653 5.98425 2.33896  0.01
41 C 1.07171 4.66973 1.23992  0.05
42 C 2.04402 3.69602 1.45813  -0.03
43 C 2.17485 2.63269 0.56068  0.03
44 C 1.33616 2.54326 -0.55501  -0.07
45 C 1.50940 1.47140 -1.51945  0.04
46 C 0.36256 3.52515 -0.76457  0.07
47 C 0.22837 4.58746 0.13373  -0.02
48 H 2.70572 3.76029 2.31755  0.00
49 H 2.94367 1.88370 0.73601  0.01
50 H 2.40070 0.80944 -1.48299  0.00
51 H 1.23084 1.62787 -2.58287  0.00
52 H -0.29592 3.47523 -1.62865  0.01
53 H -0.52965 5.34690 -0.03850  0.00
54 H -0.84261 0.16457 -2.02784  -0.02

Forces on the atoms, in the same order (eV/Å):
-0.048 -1.085 -2.428
-0.193 -0.128 -0.084
-1.069 0.346 0.266
0.216 0.182 -0.114
0.038 -0.093 0.245
2.741 -3.651 -0.191
-0.689 2.374 -0.189
0.675 -0.512 -0.247
-0.034 0.454 -0.078
0.081 0.681 -0.186
-0.911 0.019 0.440
1.449 2.004 -1.192
-3.748 -1.797 2.533
0.303 0.062 -0.600
0.948 -0.060 0.833
-0.127 -0.378 0.223
-0.026 -0.006 -0.639
0.370 -0.355 -0.240
-0.070 0.513 -0.248
-0.177 -0.114 0.553
0.518 -0.171 -0.223
-0.078 0.153 0.520
-0.494 -0.023 -0.285
0.481 -0.299 -0.050
-0.514 -0.268 -0.118
0.054 0.576 0.003
-0.082 0.196 -0.009
-0.017 0.048 0.000
0.047 0.033 -0.034
0.426 0.085 -0.234
0.116 0.135 -0.451
1.716 -1.615 0.883
-0.357 0.070 0.347
-0.053 -0.045 -0.625
-0.522 -0.007 0.258
0.432 0.227 0.398
0.434 -1.389 -0.625
0.393 0.349 0.160
-0.511 -0.008 0.055
-0.038 0.253 0.212
-0.015 -0.446 -0.505
0.042 -0.454 -0.262
-0.107 0.766 1.276
0.648 -0.208 -0.952
-0.984 -0.981 -1.370
-0.553 0.661 0.683
-0.027 -0.265 -0.135
-0.147 0.068 -0.119
-0.264 0.482 0.137
-1.838 2.176 -0.794
0.017 0.800 0.924
0.213 -0.011 0.021
0.153 -0.087 0.101
1.182 0.744 2.157

No. 2
Molecular formula: CH5NO2S
Method: DFT, ωB97M-V/def2-TZVPD

- LUMO (alpha / beta): -0.06780 / 0.01419 Ha
- Gap between HOMO and LUMO (alpha / beta): 0.2392 / 0.3620 Ha
- Total charge: 0
- Calculated total energy: -17530.97693 eV
- Relative energy (zero: lowest compared OMol25 entry of this formula, charge and spin): 183.7 kcal per mole
- Largest force on an atom: 3.06 eV Å⁻¹
- E_HOMO (alpha / beta): -0.307 / -0.348 hartree

Last column: Löwdin charge in e.
Cartesian coordinates (Å):
1 C 0.22022 0.34853 -0.25851  -0.20
2 N -0.23439 -0.86586 -0.86611  -0.10
3 O 1.46297 -1.85173 0.37529  -0.02
4 O 0.34505 -1.94944 -0.60196  -0.08
5 S -2.72659 -0.09692 0.29436  0.40
6 H -0.42268 0.68780 0.57600  0.00
7 H 1.24099 0.42295 0.12352  0.08
8 H -0.10570 1.13214 -1.06788  0.12
9 H 1.74058 -2.71890 0.67354  0.09
10 H -2.68195 0.42318 -0.92962  -0.28

Forces on the atoms, in the same order (eV/Å):
-0.921 2.809 -0.780
-0.959 1.341 0.387
0.252 1.959 0.355
1.096 -2.836 0.357
-0.317 -0.481 0.071
0.358 -0.620 -0.223
0.014 -0.240 -0.804
1.260 -1.111 1.392
-0.727 -0.954 -0.525
-0.056 0.133 -0.229

No. 3
Molecular formula: C20H33N3O5S
Method: DFT, ωB97M-V/def2-TZVPD

- LUMO: -0.04139 Ha
- Gap between HOMO and LUMO: 0.2807 Ha
- Total charge: 0
- Calculated total energy: -46812.99270 eV
- Relative energy (zero: lowest compared OMol25 entry of this formula, charge and spin): 140.3 kcal per mole
- Largest force on an atom: 4.44 eV Å⁻¹
- E_HOMO: -0.322 hartree

Last column: Löwdin charge in e.
Cartesian coordinates (Å):
1 C -5.36142 3.05472 -0.55752  -0.08
2 C -6.74227 2.30648 -0.21092  -0.26
3 O -7.30005 1.89026 -1.47293  -0.20
4 C -7.78193 0.53685 -1.42647  -0.17
5 C -8.00344 -0.10528 -2.86896  -0.17
6 O -7.54454 -1.46897 -2.78856  -0.16
7 C -6.52312 -1.75796 -3.75620  -0.16
8 C -5.11569 -1.12305 -3.43646  -0.07
9 C -4.79450 0.36131 -3.53599  -0.01
10 C -3.45397 0.90174 -3.23655  -0.02
11 C -2.30787 0.00636 -2.84013  -0.33
12 N -0.98180 0.36314 -2.56361  -0.21
13 S -0.30755 -1.13324 -2.23719  0.99
14 N -1.52510 -2.26475 -2.34940  -0.23
15 C -2.64343 -1.47350 -2.72791  -0.24
16 C -4.03070 -2.04915 -3.00471  -0.12
17 N -4.21537 -3.48676 -2.82861  0.14
18 C -4.08397 -3.81162 -1.62261  -0.26
19 O -4.12692 -4.00166 -0.47398  0.21
20 H -5.43912 3.46240 -1.60304  0.07
21 H -5.21889 3.83878 0.23660  0.07
22 H -4.54711 2.26379 -0.53428  0.07
23 H -7.44404 2.96405 0.38748  0.12
24 H -6.45910 1.44184 0.46284  0.11
25 H -6.95635 -0.08535 -0.94312  0.13
26 H -8.72895 0.44784 -0.80692  0.13
27 H -7.53887 0.48814 -3.70385  0.11
28 H -9.12755 -0.08356 -3.05859  0.13
29 H -6.37448 -2.88340 -3.72755  0.13
30 H -6.87668 -1.40106 -4.77387  0.14
31 H -5.56957 1.12024 -3.82199  0.10
32 H -3.25204 2.01114 -3.31943  0.11
33 C 5.80177 -0.72339 -0.15489  -0.07
34 C 4.75987 0.37027 0.00506  -0.28
35 O 3.52277 0.07034 -0.62374  -0.16
36 C 2.85042 -1.09253 -0.16574  -0.29
37 C 2.49782 -1.04873 1.31130  -0.07
38 H 5.98564 -0.92328 -1.21449  0.08
39 H 6.74171 -0.42610 0.31561  0.07
40 H 5.48232 -1.66112 0.30248  0.07
41 H 5.13455 1.28284 -0.46368  0.12
42 H 4.59978 0.60990 1.06156  0.09
43 H 3.43672 -1.98665 -0.40404  0.11
44 H 1.92821 -1.16576 -0.74692  0.04
45 H 3.38629 -0.98234 1.94221  0.05
46 H 1.95030 -1.94921 1.59752  0.08
47 H 1.87594 -0.17681 1.52937  0.08
48 C 8.85648 0.22534 5.35436  -0.08
49 C 8.54079 0.29766 3.86982  -0.28
50 O 7.31705 -0.32982 3.51748  -0.17
51 C 6.14406 0.19007 4.12639  -0.28
52 C 5.89725 1.65533 3.81144  -0.08
53 H 8.88763 -0.81576 5.68777  0.08
54 H 9.82325 0.69001 5.56083  0.08
55 H 8.10476 0.73776 5.95691  0.06
56 H 9.32561 -0.22351 3.31757  0.12
57 H 8.55098 1.33392 3.51627  0.11
58 H 6.17210 0.01786 5.20764  0.11
59 H 5.30622 -0.39836 3.74347  0.11
60 H 6.70242 2.29402 4.17898  0.07
61 H 4.96623 1.99160 4.27248  0.08
62 H 5.82744 1.80661 2.73139  0.07

Forces on the atoms, in the same order (eV/Å):
-1.045 -0.907 0.482
1.374 0.579 0.031
-0.340 -0.792 0.779
0.777 -0.663 -0.034
-1.178 0.768 0.999
0.394 0.791 -0.984
0.704 -0.069 -0.084
2.619 -0.805 0.959
3.099 -0.512 0.891
-1.286 -1.405 -0.277
-1.687 -0.549 -0.299
-2.708 -3.500 -0.356
-0.947 0.108 -0.053
-1.395 4.028 -1.012
0.603 -0.146 0.105
-0.242 3.318 -0.656
0.526 0.549 1.913
-1.057 1.282 -0.649
0.486 -0.525 -1.247
0.118 -0.119 1.216
0.283 -0.651 -1.037
-0.805 1.202 -0.027
0.572 -0.619 -0.922
-0.605 0.631 -0.863
-1.164 0.523 -0.491
1.018 0.140 -0.656
-0.207 -0.611 0.995
1.365 -0.337 0.038
-0.330 1.465 -0.254
0.506 -0.564 0.997
0.836 -1.091 0.327
-0.395 -1.508 0.094
0.008 -0.126 -0.056
0.107 -0.122 0.005
-0.135 0.148 -0.166
0.067 -0.016 0.093
0.033 0.085 0.094
-0.011 0.070 0.075
-0.073 -0.007 0.001
0.063 0.041 0.091
-0.225 -0.021 -0.079
0.023 -0.079 0.049
0.021 -0.027 0.086
0.243 0.162 0.012
-0.010 -0.101 -0.015
0.012 0.038 -0.030
0.000 -0.060 -0.040
-0.099 -0.054 0.108
0.019 0.038 0.109
-0.047 -0.180 -0.172
0.033 0.108 0.016
0.092 0.095 -0.036
0.041 0.081 -0.056
-0.044 -0.044 -0.037
0.061 0.074 -0.012
-0.195 -0.076 -0.078
-0.008 0.048 0.069
0.001 0.082 0.022
0.202 -0.105 -0.074
-0.069 -0.004 0.073
0.027 -0.036 -0.031
-0.028 -0.020 0.059